Arrangement w

24
Properties=species:S:1:pos:R:3 method="wB97M-V/def2-TZVPD" charge=+1 e_homo_ev=-13.00 multiplicity=1 lumo_ev=-3.19
C -1.915 -0.302 0.604
C -1.842 0.049 -0.882
C -0.509 -0.226 -1.580
C 2.210 2.023 0.165
C 0.873 1.419 -0.154
C 0.716 0.414 -1.010
N -1.242 -1.626 0.882
H -1.426 0.427 1.240
H -2.960 -0.376 0.883
H -2.638 -0.485 -1.402
H -2.118 1.097 -0.964
H -0.397 -1.301 -1.729
H -0.602 0.197 -2.570
H 2.263 2.358 1.201
H 3.004 1.302 -0.035
H 2.390 2.918 -0.432
H -0.007 1.901 0.268
H 1.614 -0.085 -1.374
H -1.600 -2.326 0.231
H -1.402 -1.963 1.831
H -0.233 -1.511 0.757
H 2.375 -1.874 1.728
H 1.751 -0.531 1.184
O 1.696 -1.502 1.159

Arrangement x

24
Properties=species:S:1:pos:R:3 method="wB97M-V/def2-TZVPD" charge=+1 e_homo_ev=-13.49 multiplicity=1 lumo_ev=-3.01
C 1.377 -1.062 1.743
C 0.659 -0.293 0.636
C 1.165 1.096 0.286
C 0.488 2.109 -0.722
C -1.526 1.277 -1.840
C -1.005 1.766 -0.709
N 0.302 -1.043 -0.650
H 0.912 -1.011 2.734
H 1.433 -2.115 1.450
H 2.369 -0.528 1.953
H -0.331 -0.084 1.083
H 1.157 1.629 1.219
H 2.196 1.054 -0.055
H 1.008 2.024 -1.689
H 0.629 3.131 -0.353
H -0.981 1.158 -2.746
H -2.513 0.874 -1.940
H -1.546 2.017 0.210
H 0.015 -0.351 -1.338
H -0.537 -1.652 -0.385
H 0.960 -1.724 -1.135
H -1.039 -2.613 1.742
H -1.719 -3.450 0.739
O -1.365 -2.555 0.833

arrangement w wins, 0.0348 hartree ahead of the next structure.